No. 1
Here is a cluster of 9 separate species, C27H27F9O27 in total from OMol25. Energies are from ωB97M-V with the def2-TZVPD basis set.

- HOMO level (spin up / spin down): -12.5557 / -12.5556 eV
- Energy above the lowest of the compared OMol25 structures with the same formula, charge and spin: 0.0000 eV
- Charge: +1
- Spin multiplicity: 2

Last column: Mulliken charge in e.
Element x y z (Å)
C -14.241 16.688 -2.183  -0.311
C -14.056 17.735 -1.085  1.115
O -14.033 16.876 0.057  -0.274
C -14.624 15.753 -0.169  0.550
O -14.899 14.970 0.696  -0.549
O -15.013 15.764 -1.478  -0.417
F -15.060 18.607 -1.056  -0.341
H -13.239 16.374 -2.477  0.231
H -14.831 17.169 -2.963  0.351
H -13.131 18.270 -1.301  -0.455
C -10.135 17.640 2.690  0.734
C -9.899 16.917 4.009  0.270
O -8.704 17.461 4.524  -0.253
C -8.182 18.301 3.632  0.666
O -7.155 18.918 3.770  -0.033
O -8.951 18.371 2.493  -0.121
F -9.731 15.541 3.898  -0.263
H -11.006 18.293 2.750  -0.288
H -10.258 16.903 1.896  -0.158
H -10.740 17.050 4.689  0.375
C -11.188 18.203 -7.353  -0.824
C -10.041 19.026 -6.905  0.587
O -10.018 18.532 -5.576  0.058
C -11.203 17.944 -5.225  0.375
O -11.493 17.561 -4.085  -0.453
O -11.917 17.812 -6.278  -0.343
F -10.371 20.299 -6.797  -0.249
H -10.841 17.320 -7.890  0.355
H -11.830 18.638 -8.118  0.389
H -9.111 18.945 -7.467  0.098
C -14.602 21.316 1.297  -0.482
C -13.023 21.368 1.195  0.832
O -12.700 20.054 1.638  -0.343
C -13.850 19.449 2.234  0.592
O -13.822 18.455 2.805  -0.433
O -14.884 20.252 2.182  -0.387
F -12.671 22.312 2.091  -0.346
H -15.089 20.980 0.381  0.180
H -15.041 22.265 1.606  0.394
H -12.732 21.713 0.202  -0.038
C -4.468 18.287 -7.231  -0.552
C -5.315 19.447 -7.789  0.278
O -5.960 19.886 -6.598  -0.143
C -6.208 18.845 -5.836  0.404
O -7.018 18.821 -4.881  -0.401
O -5.384 17.853 -6.211  -0.351
F -6.233 18.950 -8.645  -0.272
H -3.457 18.501 -6.884  0.305
H -4.319 17.501 -7.971  0.330
H -4.586 20.067 -8.310  0.340
C -13.578 22.002 -4.820  0.112
C -14.572 20.988 -4.270  0.220
O -14.531 21.083 -2.940  -0.199
C -14.019 22.254 -2.557  0.729
O -14.088 22.810 -1.456  -0.598
O -13.369 22.762 -3.638  -0.368
F -14.278 19.729 -4.638  -0.227
H -13.987 22.610 -5.628  0.331
H -12.704 21.438 -5.147  -0.187
H -15.611 21.154 -4.556  0.229
C -10.479 20.731 -2.707  0.066
C -9.148 19.988 -2.767  1.037
O -9.301 18.942 -1.837  -0.186
C -10.388 19.128 -1.090  -0.201
O -10.773 18.363 -0.196  0.026
O -11.045 20.228 -1.509  -0.120
F -8.282 20.838 -2.180  -0.356
H -11.049 20.631 -3.630  -0.530
H -10.338 21.811 -2.649  0.465
H -8.829 19.730 -3.777  -0.106
C -6.813 23.908 -4.317  -0.453
C -6.743 23.880 -5.812  0.117
O -8.058 23.506 -6.165  -0.339
C -8.565 22.813 -5.150  0.722
O -9.659 22.336 -5.193  -0.484
O -7.703 22.814 -4.125  -0.257
F -5.932 22.896 -6.260  -0.247
H -7.086 24.892 -3.936  0.349
H -5.824 23.699 -3.909  0.308
H -6.423 24.786 -6.325  0.334
C -9.165 14.808 -0.526  -0.113
C -8.114 15.781 -1.037  0.961
O -7.349 14.854 -1.818  -0.379
C -7.423 13.581 -1.179  0.553
O -6.571 12.743 -1.241  -0.489
O -8.543 13.536 -0.447  -0.330
F -7.410 16.227 0.037  -0.330
H -10.001 14.901 -1.219  0.272
H -9.493 15.138 0.460  0.073
H -8.557 16.570 -1.645  -0.134

Cartesian forces (eV/Å) of the 6 atoms listed first:
C -0.4 2.0 0.8
C 1.7 -1.7 -1.4
O 2.2 4.1 0.9
C -2.4 -1.6 0.1
O 0.4 0.1 -1.3
O -0.3 -2.6 -0.2



No. 2
Here is a structure of composition C30H26N10O2S2Zr from OMol25. Energies are from ωB97M-V with the def2-TZVPD basis set.

- HOMO level: -6.2170 eV
- Energy above the lowest of the compared OMol25 structures with the same formula, charge and spin: 0.0000 eV

Last column: natural (NBO) charge in e.
Element x y z (Å)
Zr 0.201 -0.171 -0.332  1.843
O 4.083 1.822 -0.548  -0.620
C 3.041 1.327 -0.146  0.638
N 2.130 0.616 -0.841  -0.799
C 2.358 0.369 -2.223  0.103
C 3.583 0.034 -2.778  -0.196
C 3.670 -0.201 -4.142  -0.219
C 2.544 -0.091 -4.946  -0.216
C 1.316 0.239 -4.395  -0.225
C 1.221 0.459 -3.029  0.198
N 0.012 0.664 -2.315  -0.824
C -1.038 1.287 -2.889  0.637
O -1.058 1.955 -3.911  -0.614
C -2.325 1.084 -2.123  0.133
C -3.407 1.914 -2.376  -0.209
C -4.598 1.671 -1.717  -0.160
C -4.672 0.577 -0.866  -0.240
C -3.540 -0.194 -0.676  0.039
N -2.370 0.064 -1.262  -0.430
C 2.656 1.507 1.301  0.155
C 3.525 2.171 2.155  -0.204
C 3.173 2.316 3.483  -0.153
C 1.965 1.785 3.913  -0.249
C 1.162 1.142 2.991  0.053
N 1.488 1.009 1.706  -0.456
H 4.455 -0.037 -2.145  0.232
H 4.625 -0.465 -4.579  0.209
H 2.619 -0.270 -6.011  0.208
H 0.434 0.320 -5.013  0.229
H -3.283 2.714 -3.092  0.252
H -5.459 2.306 -1.879  0.223
H -5.591 0.316 -0.358  0.224
H -3.577 -1.066 -0.033  0.202
H 4.451 2.543 1.743  0.256
H 3.829 2.826 4.176  0.222
H 1.650 1.857 4.945  0.224
H 0.227 0.692 3.305  0.194
N -0.156 3.217 -0.343  -0.741
C -0.956 2.727 0.604  0.640
N -1.650 3.587 1.344  -0.566
C -2.392 3.040 2.301  0.608
N -3.126 3.861 3.065  -0.757
N -2.486 1.720 2.567  -0.560
C -1.782 0.949 1.773  0.494
N -1.003 1.378 0.768  -0.688
C -1.866 -0.519 1.980  0.132
C -2.544 -1.041 3.069  -0.207
C -2.708 -2.412 3.144  -0.145
C -2.202 -3.200 2.122  -0.231
C -1.484 -2.603 1.102  0.110
N -1.296 -1.283 1.040  -0.506
H -0.150 4.211 -0.491  0.424
H 0.341 2.611 -0.985  0.438
H -3.036 4.853 2.940  0.414
H -3.655 3.481 3.827  0.411
H -2.948 -0.366 3.808  0.248
H -3.229 -2.860 3.980  0.227
H -2.331 -4.272 2.122  0.235
H -1.013 -3.174 0.311  0.267
C 2.700 -4.333 0.880  -0.643
C 1.810 -3.297 0.222  -0.184
S 1.601 -1.816 1.147  -0.283
C 1.239 -3.494 -0.974  -0.180
C 1.429 -4.750 -1.784  -0.642
S 0.196 -2.313 -1.770  -0.262
H 3.119 -3.934 1.801  0.223
H 3.531 -4.615 0.231  0.214
H 2.145 -5.241 1.127  0.206
H 2.059 -5.479 -1.278  0.209
H 1.881 -4.512 -2.750  0.222
H 0.463 -5.215 -1.995  0.211

Cartesian forces (eV/Å) of the 6 atoms listed first:
Zr 0.9 -2.0 0.0
O 0.0 0.0 0.0
C 0.0 -0.2 0.0
N 0.4 0.6 -0.5
C 0.1 0.3 0.0
C 0.0 0.0 0.0



No. 3
Here is the molecule C2H6Se from OMol25. Energies are from ωB97M-V with the def2-TZVPD basis set.

- HOMO level: -8.6334 eV
- Structure (SMILES): CC[SeH]
- Energy above the lowest of the compared OMol25 structures with the same formula, charge and spin: 0.1492 eV

Last column: natural (NBO) charge in e.
Element x y z (Å)
C 0.615 0.719 -0.646  -0.630
C -0.379 -0.085 0.107  -0.528
Se 0.121 -1.245 1.677  0.003
H 1.342 1.361 0.072  0.200
H 1.221 0.281 -1.429  0.222
H 0.115 1.502 -1.120  0.220
H -0.932 -0.773 -0.642  0.218
H -1.187 0.464 0.593  0.217
H -0.917 -2.225 1.387  0.077

Cartesian forces (eV/Å) of the 6 atoms listed first:
C 2.9 1.8 2.5
C -2.2 -2.3 -0.5
Se 0.6 0.3 -0.7
H -1.4 -1.7 -1.4
H 0.1 -0.7 0.3
H -1.2 1.3 -1.0



No. 4
Here is a structure of composition C32H72AsF6N4 from OMol25. Energies are from ωB97M-V with the def2-TZVPD basis set.

- HOMO level: -17.4869 eV
- Charge: +3

Last column: Mulliken charge in e.
Element x y z (Å)
C -4.182 -6.374 2.429  -1.392
C -4.267 -4.905 2.757  0.002
C -3.850 -4.656 4.156  -0.919
N -3.510 -3.230 4.495  0.268
C -4.686 -2.367 4.186  -0.930
C -3.112 -3.080 5.952  -0.554
C -2.277 -1.854 6.058  -0.900
C -1.740 -1.600 4.643  -0.208
C -2.261 -2.771 3.753  -0.753
H -4.953 -6.964 2.954  0.359
H -3.218 -6.863 2.753  0.320
H -4.292 -6.621 1.353  0.374
H -5.259 -4.519 2.550  0.339
H -3.596 -4.343 2.115  0.202
H -3.029 -5.362 4.334  0.400
H -4.658 -4.963 4.851  0.466
H -4.479 -1.310 4.367  0.441
H -5.520 -2.623 4.806  0.366
H -4.914 -2.423 3.118  0.340
H -4.037 -3.099 6.513  0.475
H -2.498 -3.992 6.167  0.361
H -2.918 -1.052 6.334  0.304
H -1.420 -1.996 6.708  0.417
H -2.089 -0.668 4.165  0.414
H -0.636 -1.642 4.648  0.041
H -2.554 -2.526 2.729  0.415
H -1.724 -3.724 3.709  0.355
C 0.305 3.324 0.495  -1.235
C 0.777 4.789 0.756  -0.154
C 2.108 4.992 -0.017  -1.010
N 2.638 6.410 -0.081  0.244
C 1.790 7.217 -0.999  -0.914
C 4.076 6.380 -0.449  -0.580
C 4.594 7.768 -0.035  -0.726
C 3.685 8.137 1.179  -0.674
C 2.746 7.001 1.304  -0.671
H 1.054 2.598 0.868  0.245
H 0.202 3.089 -0.552  0.271
H -0.648 3.123 1.018  0.434
H 1.035 4.965 1.806  0.388
H -0.072 5.412 0.439  0.319
H 2.015 4.731 -1.092  0.423
H 2.901 4.395 0.392  0.297
H 0.768 7.298 -0.655  0.352
H 1.756 6.841 -2.049  0.319
H 2.156 8.213 -1.023  0.464
H 4.209 6.189 -1.491  0.457
H 4.528 5.600 0.153  0.407
H 4.421 8.447 -0.893  0.301
H 5.629 7.665 0.174  0.411
H 3.189 9.049 0.836  0.297
H 4.142 8.276 2.142  0.414
H 1.774 7.352 1.556  0.399
H 3.128 6.255 1.944  0.492
C 0.891 1.153 -4.730  -1.408
C -0.354 0.256 -4.695  0.064
C -1.542 1.078 -4.320  -0.829
N -2.896 0.366 -4.616  0.463
C -3.956 1.086 -3.808  -0.971
C -2.978 -1.083 -4.336  -0.727
C -4.121 -1.627 -5.150  -0.658
C -3.841 -0.945 -6.454  -0.779
C -3.271 0.417 -6.074  -0.506
H 1.784 0.608 -5.043  0.369
H 1.142 1.585 -3.754  0.189
H 0.737 2.051 -5.364  0.406
H -0.220 -0.587 -3.982  0.133
H -0.505 -0.183 -5.686  0.448
H -1.548 2.006 -4.888  0.569
H -1.530 1.293 -3.242  0.174
H -3.702 1.095 -2.759  0.245
H -4.952 0.629 -3.968  0.426
H -4.072 2.109 -4.192  0.382
H -3.104 -1.159 -3.263  0.348
H -2.053 -1.627 -4.696  0.386
H -5.097 -1.427 -4.804  0.368
H -3.940 -2.724 -5.194  0.361
H -4.701 -0.916 -7.090  0.404
H -3.138 -1.446 -7.066  0.387
H -3.939 1.252 -6.126  0.391
H -2.424 0.585 -6.723  0.308
C 4.462 -3.395 -2.536  -1.434
C 4.268 -3.696 -1.065  0.035
C 3.899 -2.390 -0.415  -0.689
N 3.662 -2.383 1.040  0.401
C 4.939 -2.591 1.803  -0.833
C 3.107 -1.087 1.439  -0.133
C 2.270 -1.363 2.763  -1.087
C 1.592 -2.715 2.475  0.047
C 2.599 -3.340 1.445  -0.883
H 5.364 -2.890 -2.789  0.387
H 3.631 -2.805 -2.971  0.312
H 4.450 -4.276 -3.114  0.430
H 5.230 -4.075 -0.679  0.249
H 3.567 -4.507 -0.952  0.400
H 2.956 -2.118 -0.903  0.114
H 4.647 -1.591 -0.553  0.318
H 5.537 -1.717 1.495  0.319
H 5.375 -3.577 1.568  0.339
H 4.745 -2.447 2.862  0.382
H 3.828 -0.243 1.384  0.422
H 2.362 -0.905 0.670  -0.123
H 2.967 -1.416 3.575  0.549
H 1.552 -0.535 2.872  0.413
H 1.619 -3.360 3.352  0.409
H 0.581 -2.525 2.175  -0.092
H 3.023 -4.279 1.841  0.399
H 2.006 -3.583 0.551  0.302
As -0.645 -0.567 -0.498  1.944
F 0.474 -1.976 -0.465  -0.468
F -1.175 -1.031 -2.074  -0.308
F -1.698 0.830 -0.662  -0.493
F 0.036 -0.067 1.124  -0.542
F 0.712 0.317 -1.327  -0.593
F -1.834 -1.533 0.262  -0.409

Cartesian forces (eV/Å) of the 6 atoms listed first:
C 0.4 -1.9 -0.1
C 0.0 0.4 -1.2
C -0.9 -0.8 1.5
N 0.1 0.0 -0.2
C 0.4 0.9 -0.7
C 0.2 -2.2 -0.3



No. 5
Here is a structure of composition C19H28NOsPS from OMol25. Energies are from ωB97M-V with the def2-TZVPD basis set.

- HOMO level (spin up / spin down): -13.1295 / -14.0116 eV
- Charge: +2
- Spin multiplicity: 5

Last column: natural (NBO) charge in e.
Element x y z (Å)
C 4.276 -0.052 0.141  -0.159
C 3.437 1.005 0.482  -0.255
C 2.047 0.867 0.422  0.046
C 1.503 -0.413 0.191  -0.371
C 2.342 -1.451 -0.240  -0.025
C 3.725 -1.275 -0.238  -0.191
C 1.179 2.071 0.582  -0.452
C 1.687 3.263 -0.281  -0.259
N 1.769 2.969 -1.686  0.033
Os -0.465 -0.818 0.694  0.412
C 1.742 -2.756 -0.671  -0.743
P -0.086 -2.617 -0.533  1.147
H 3.858 1.963 0.797  0.218
H 4.357 -2.113 -0.534  0.238
H 5.357 0.083 0.157  0.245
H 2.050 -3.602 -0.034  0.269
H 1.983 -3.019 -1.714  0.262
H 0.122 1.849 0.353  0.225
H 1.199 2.411 1.630  0.269
H 0.985 4.107 -0.151  0.267
C -0.799 -4.228 -0.796  -0.964
C -0.576 -1.573 -1.946  -0.931
H 2.687 3.570 0.057  0.242
C 2.999 3.083 -2.405  -0.469
C 0.566 2.855 -2.456  -0.471
H -0.552 -2.139 1.708  0.155
H 3.132 4.093 -2.835  0.282
H 3.843 2.871 -1.735  0.256
H 3.005 2.363 -3.239  0.257
H 0.536 3.617 -3.256  0.275
H 0.506 1.868 -2.949  0.259
H -0.308 2.981 -1.803  0.241
H 0.280 -1.381 -2.599  0.271
H -1.366 -2.129 -2.462  0.267
H -0.998 -0.622 -1.549  0.221
H -0.032 -4.943 -1.124  0.288
H -1.245 -4.577 0.143  0.277
H -1.583 -4.140 -1.559  0.275
H -1.243 -2.106 1.410  0.053
S -1.282 0.069 2.607  0.064
C -2.993 -0.055 2.515  -0.244
C -3.725 0.573 1.492  -0.209
C -5.115 0.459 1.480  -0.202
C -5.775 -0.273 2.475  -0.156
C -5.042 -0.902 3.490  -0.186
C -3.659 -0.781 3.531  -0.198
H -3.176 1.115 0.721  0.212
H -5.685 0.946 0.689  0.236
H -6.863 -0.354 2.461  0.242
H -5.549 -1.488 4.258  0.243
H -3.056 -1.243 4.312  0.237

Cartesian forces (eV/Å) of the 6 atoms listed first:
C -0.1 -0.1 0.1
C -0.2 0.1 -0.2
C 0.6 -0.7 0.1
C -0.4 0.4 -0.7
C 0.6 0.0 0.2
C 0.0 -0.1 -0.2



No. 6
Here is the molecule C18H16N2O6 from OMol25. Energies are from ωB97M-V with the def2-TZVPD basis set.

- HOMO level: -8.9997 eV
- Structure (SMILES): COc1ccc(C(=O)CC(=O)C(=O)Nc2ccc([N+](=O)[O-])cc2C)cc1
- Energy above the lowest of the compared OMol25 structures with the same formula, charge and spin: 5.1441 eV

Last column: natural (NBO) charge in e.
Element x y z (Å)
C 4.422 -0.567 2.327  -0.254
O 3.305 -0.262 3.129  -0.482
C 2.116 -0.843 2.852  0.322
C 1.890 -1.745 1.813  -0.276
C 0.628 -2.272 1.612  -0.183
C -0.434 -1.919 2.439  -0.211
C -1.811 -2.413 2.260  0.612
O -2.651 -2.344 3.123  -0.532
C -2.133 -3.090 0.918  -0.629
C -1.602 -2.383 -0.281  0.535
O -1.161 -2.912 -1.277  -0.525
C -1.677 -0.849 -0.194  0.570
O -2.108 -0.277 0.782  -0.560
N -1.191 -0.299 -1.332  -0.612
C -1.035 1.034 -1.682  0.253
C -1.369 2.058 -0.793  -0.252
C -1.200 3.376 -1.156  -0.165
C -0.695 3.673 -2.416  -0.005
N -0.510 5.043 -2.808  0.530
O -0.813 5.904 -2.010  -0.378
O -0.059 5.257 -3.915  -0.384
C -0.362 2.659 -3.308  -0.163
C -0.524 1.333 -2.960  -0.057
C -0.165 0.246 -3.929  -0.646
C -0.195 -1.029 3.492  -0.120
C 1.053 -0.494 3.693  -0.254
H 4.260 -0.274 1.285  0.178
H 4.670 -1.632 2.374  0.179
H 5.246 0.012 2.740  0.205
H 2.692 -2.048 1.159  0.216
H 0.496 -2.987 0.814  0.215
H -1.783 -4.126 0.929  0.259
H -3.225 -3.102 0.841  0.279
H -0.897 -0.991 -2.018  0.433
H -1.760 1.805 0.178  0.259
H -1.453 4.179 -0.482  0.251
H 0.026 2.932 -4.278  0.245
H 0.616 -0.398 -3.524  0.221
H -1.033 -0.370 -4.166  0.223
H 0.203 0.679 -4.855  0.235
H -1.022 -0.762 4.131  0.239
H 1.244 0.202 4.494  0.229

Cartesian forces (eV/Å) of the 6 atoms listed first:
C 0.2 -0.1 -0.2
O -0.3 0.1 0.2
C -0.2 -0.1 -0.1
C 0.5 0.2 0.0
C -0.4 0.0 0.3
C 0.5 0.2 0.3



Ordered F_max results: 8.20; 2.18; 4.23; 2.88; 4.00; 1.32; unit eV/A.
Ordered electronic energy results: -3975.00220; -2700.58374; -2481.18705; -4315.71661; -1624.98466; -1256.40082; unit hartree.